P:
Molecular formula: C2H2O2S2
Method: DFT, ωB97M-V with the def2-TZVPD basis set

Computed properties:
Frontier orbital gap (eV): 7.77
SMILES: O=C(O)C(=S)S

```
! RIJCOSX wB97M-V def2-TZVPD def2/J DEFGRID3
* xyz 0 1
O 0.1992 -1.9898 -0.7495
C 0.5846 -0.7967 -0.2460
O 1.8720 -0.5956 0.3809
C -0.3103 0.4017 -0.0741
S 0.4978 1.8255 -0.4308
S -1.9645 -0.0782 0.0192
H 1.9990 0.3237 0.9100
H -2.8779 0.9094 0.1902
*
```

***

Q:
Molecular formula: C2H2O2S2
Method: DFT, ωB97M-V with the def2-TZVPD basis set

Computed properties:
Frontier orbital gap (eV): 7.64
SMILES: O=C(O)C(=S)S

```
! RIJCOSX wB97M-V def2-TZVPD def2/J DEFGRID3
* xyz 0 1
O 1.6113 0.4641 1.0755
C 0.7242 -0.2259 0.3309
O 0.5370 -1.8847 0.4408
C -0.3557 0.3751 -0.4932
S -0.8285 -0.5100 -1.7757
S -1.1907 1.7427 0.3033
H 1.4915 -2.0022 0.9469
H -1.9889 2.0409 -0.8285
*
```

***

R:
Molecular formula: C2H2O2S2
Method: DFT, ωB97M-V with the def2-TZVPD basis set

Computed properties:
Frontier orbital gap (eV): 9.17
SMILES: O=C(S)C(=O)S

```
! RIJCOSX wB97M-V def2-TZVPD def2/J DEFGRID3
* xyz 0 1
O -1.0553 0.8409 -1.2000
C -0.0535 0.5706 -0.4984
S 1.5428 1.3613 -0.5665
C -0.1050 -0.7014 0.6969
O 0.5894 -0.6786 1.6504
S -1.2509 -1.9280 0.0081
H 1.8272 1.1312 0.8505
H -1.4948 -0.5960 -0.9409
*
```

***

S:
Molecular formula: C2H2O2S2
Method: DFT, ωB97M-V with the def2-TZVPD basis set

Computed properties:
Frontier orbital gap (eV): 7.91
SMILES: O=C(O)C(=S)S

```
! RIJCOSX wB97M-V def2-TZVPD def2/J DEFGRID3
* xyz 0 1
O 0.1256 1.3418 -0.7668
C 0.0238 0.6132 0.2116
O -0.2481 1.1024 1.3436
C -0.0190 -0.9604 0.1485
S -0.2257 -1.9971 1.4371
S 0.0644 -1.6106 -1.3650
H -0.1428 2.1073 1.1858
H 0.4217 -0.5967 -2.1947
*
```

***

Here are the energies relative to the best structure, in hartree: P 0.0580; Q 0.0826; R 0.0392; S 0.0000.

***

P:
Molecular formula: C18H27NO2
Method: DFT, ωB97M-V with the def2-TZVPD basis set

Computed properties:
Frontier orbital gap (eV): 8.42
SMILES: CC1CCN(C[C@@H](C)[C@@H](C)OC(=O)c2ccccc2)CC1

```
! RIJCOSX wB97M-V def2-TZVPD def2/J DEFGRID3
* xyz 0 1
C -4.1972 0.6063 -3.4869
C -3.5691 0.9135 -2.1273
C -4.0273 -0.0469 -0.9924
C -3.3340 0.5927 0.3216
N -1.8049 0.5970 0.1511
C -1.1330 -0.6891 0.6338
C -0.6288 -0.3720 2.0414
C -0.2966 -1.7000 2.7631
C 0.5826 0.5849 1.9892
C 0.8621 1.4267 3.2870
O 1.8540 -0.0361 1.6484
C 2.4678 0.5164 0.5342
O 2.2741 1.6118 0.0548
C 3.6476 -0.2862 0.0347
C 4.3076 0.1787 -1.2003
C 5.4429 -0.5639 -1.6625
C 5.5510 -1.8378 -1.1372
C 4.9406 -2.3135 -0.0087
C 4.0496 -1.4505 0.7039
C -1.3169 1.2598 -0.9794
C -2.0223 0.8672 -2.2454
H -3.7152 1.0700 -4.3041
H -4.0300 -0.4874 -3.6242
H -5.3098 0.7613 -3.4836
H -3.8234 1.9696 -1.8834
H -5.1175 -0.0844 -0.8630
H -3.6716 -1.0887 -1.0490
H -3.6201 0.1011 1.2778
H -3.7577 1.5640 0.3643
H -1.7521 -1.5384 0.8804
H -0.3402 -1.0420 0.0659
H -1.3436 0.2386 2.6338
H -1.2880 -2.1869 2.7202
H 0.3744 -2.4230 2.2192
H 0.0998 -1.4072 3.7514
H 0.2949 1.4062 1.3371
H -0.0247 2.0100 3.5743
H 1.6917 2.1947 3.1055
H 1.2117 0.7792 4.1216
H 4.0451 1.1527 -1.6811
H 6.0834 -0.2612 -2.5258
H 6.3135 -2.4439 -1.5774
H 5.3178 -3.2356 0.3844
H 3.6260 -1.7217 1.7026
H -0.2432 0.9805 -1.1742
H -1.4117 2.3204 -0.6987
H -1.6076 1.5220 -3.0080
H -1.6514 -0.0087 -2.5891
*
```

***

Q:
Molecular formula: C18H27NO2
Method: DFT, ωB97M-V with the def2-TZVPD basis set

Computed properties:
Frontier orbital gap (eV): 8.60
SMILES: CC1CCN(C[C@@H](C)[C@@H](C)OC(=O)c2ccccc2)CC1

```
! RIJCOSX wB97M-V def2-TZVPD def2/J DEFGRID3
* xyz 0 1
C 1.0501 1.1078 -5.0691
C 2.1346 0.8369 -3.9822
C 2.0556 -0.5195 -3.2695
C 2.8563 -0.6044 -2.0004
N 2.2537 0.4808 -1.1711
C 2.1917 0.3357 0.3146
C 1.2162 -0.7210 0.8550
C 1.5558 -0.9854 2.3267
C -0.3102 -0.3983 0.5163
C -0.8226 -1.2322 -0.6876
O -1.1405 -0.6290 1.6288
C -2.3043 0.0403 1.6571
O -2.7672 0.7662 0.7746
C -3.1126 -0.2320 2.8442
C -2.6359 -1.0202 3.9077
C -3.4650 -1.1290 5.0675
C -4.7563 -0.6978 5.0516
C -5.2500 0.0882 4.0197
C -4.4197 0.3478 2.9047
C 2.5899 1.7654 -1.7917
C 1.7771 1.9564 -2.9547
H 0.9664 0.3196 -5.8155
H 1.1970 2.1062 -5.5681
H 0.0538 1.1269 -4.6722
H 3.1644 1.0969 -4.2757
H 2.5106 -1.1775 -3.9530
H 1.0484 -0.7635 -3.0869
H 3.8886 -0.3515 -2.0392
H 2.7413 -1.6266 -1.5442
H 3.1890 0.0671 0.6167
H 2.0101 1.3366 0.7627
H 1.3894 -1.7023 0.4630
H 2.5711 -0.8154 2.5787
H 1.0005 -0.3500 3.0328
H 1.2468 -2.0341 2.5671
H -0.2963 0.6693 0.2076
H -0.7400 -0.6489 -1.6437
H -1.8430 -1.6073 -0.5211
H -0.1685 -2.0989 -0.8187
H -1.6872 -1.3563 4.0550
H -3.1560 -1.6690 5.9545
H -5.5150 -1.0585 5.8208
H -6.2077 0.6363 4.0175
H -4.7290 1.0370 2.1801
H 3.6349 1.8549 -2.0315
H 2.4432 2.6320 -1.0985
H 1.8299 2.9353 -3.4679
H 0.7608 1.8852 -2.6625
*
```

***

Here are the energies relative to the best structure, in hartree: P 0.0170; Q 0.0000.

***

P:
Molecular formula: C5H7NS
Method: DFT, ωB97M-V with the def2-TZVPD basis set

Computed properties:
Frontier orbital gap (eV): 8.62
SMILES: C=C[C@@H]1N[C@@H]1C=S

```
! RIJCOSX wB97M-V def2-TZVPD def2/J DEFGRID3
* xyz 0 1
C -2.1269 -1.2171 0.1541
C -1.0287 -0.6956 -0.3448
C -0.3712 0.4887 0.2766
N 0.2598 1.5017 -0.5508
C 1.1123 0.6445 0.3091
C 2.0084 -0.2214 -0.4409
S 3.4466 -0.6526 0.1049
H -2.6457 -0.6220 1.0405
H -2.6858 -1.9848 -0.3120
H -0.4975 -1.1917 -1.1296
H -0.8303 0.9296 1.1666
H 0.0884 2.3932 -0.1055
H 1.5792 1.0949 1.2413
H 1.6913 -0.4674 -1.4094
*
```

***

Q:
Molecular formula: C5H7NS
Method: DFT, ωB97M-V with the def2-TZVPD basis set

Computed properties:
Frontier orbital gap (eV): 9.20
SMILES: CSn1cccc1

```
! RIJCOSX wB97M-V def2-TZVPD def2/J DEFGRID3
* xyz 0 1
C 1.7277 -0.4216 -1.7302
S -0.0927 -0.5615 -1.9321
N -0.5036 -0.1156 -0.3133
C -0.8172 1.1675 0.0931
C -1.1364 1.0734 1.4250
C -0.9431 -0.2438 1.8470
C -0.6103 -0.9867 0.7418
H 2.1789 -0.8407 -2.6334
H 1.9463 0.6185 -1.5718
H 1.9569 -1.0392 -0.8294
H -0.8562 1.9763 -0.6460
H -1.4208 1.9303 2.0944
H -1.1328 -0.5455 2.8805
H -0.2966 -2.0113 0.5744
*
```

***

R:
Molecular formula: C5H7NS
Method: DFT, ωB97M-V with the def2-TZVPD basis set

Computed properties:
Frontier orbital gap (eV): 8.65
SMILES: C#C[C@@H]1CCSN1

```
! RIJCOSX wB97M-V def2-TZVPD def2/J DEFGRID3
* xyz 0 1
C 2.7408 0.0850 -0.3545
C 1.5858 -0.1774 -0.1931
C 0.4719 -0.5467 0.6160
C -1.0213 -0.6757 -0.0154
C -1.6263 0.8441 -0.1758
S -0.5892 1.8878 0.8605
N 0.1030 0.5739 1.7504
H 3.6905 0.3097 -0.5784
H 0.7376 -1.4597 1.0322
H -1.7184 -1.0654 0.7992
H -0.9481 -1.0469 -1.1040
H -1.6199 1.3741 -1.0876
H -2.7005 0.7845 0.1483
H 1.0092 0.8622 2.1521
*
```

***

Here are the energies relative to the best structure, in hartree: P 0.0674; Q 0.0000; R 0.1127.

***

P:
Molecular formula: C5H12Cl2Si
Method: DFT, ωB97M-V with the def2-TZVPD basis set

Computed properties:
Frontier orbital gap (eV): 10.49
SMILES: CC(C)(Cl)[Si](C)(C)Cl

```
! RIJCOSX wB97M-V def2-TZVPD def2/J DEFGRID3
* xyz 0 1
C -1.2540 0.7404 -1.5824
C -0.7414 -0.2241 -0.5409
C -2.1742 -0.6858 0.4879
Cl -0.2789 -1.7621 -1.3328
Si 0.7633 0.3971 0.4706
C 2.2123 0.5376 -0.7572
C 1.1953 -0.7308 1.9342
Cl 0.2522 2.2374 1.1882
H -0.4601 1.0087 -2.2779
H -1.6032 1.6467 -1.0924
H -2.0753 0.3067 -2.1515
H -1.8562 -1.5046 1.1160
H -2.9510 -0.9800 -0.1992
H -2.4337 0.1942 1.0573
H 2.0937 1.3890 -1.4218
H 3.1656 0.6458 -0.2516
H 2.2648 -0.3561 -1.3708
H 1.8744 -1.5257 1.6378
H 1.6874 -0.1438 2.7078
H 0.3191 -1.1906 2.3787
*
```

***

Q:
Molecular formula: C5H12Cl2Si
Method: DFT, ωB97M-V with the def2-TZVPD basis set

Computed properties:
Frontier orbital gap (eV): 10.37
SMILES: CC(C)(C)[SiH2]C(Cl)Cl

```
! RIJCOSX wB97M-V def2-TZVPD def2/J DEFGRID3
* xyz 0 1
C -1.0416 1.8026 0.1941
C -0.5918 0.3567 -0.0399
C -1.2372 -0.1607 -1.3278
C -1.0646 -0.5058 1.1318
Si 1.3155 0.3582 -0.2046
C 2.2996 -1.4478 0.3145
Cl 4.0397 -1.1978 0.1442
Cl 1.7479 -2.7216 -0.7849
H -0.7353 2.4493 -0.6295
H -2.1292 1.8495 0.2689
H -0.6225 2.1987 1.1170
H -2.3224 -0.1195 -1.2444
H -0.9481 -1.1929 -1.5180
H -0.9404 0.4436 -2.1845
H -0.7881 -1.5467 0.9748
H -0.6299 -0.1682 2.0716
H -2.1494 -0.4515 1.2231
H 1.9349 1.2836 0.7473
H 1.7463 0.5681 -1.5838
H 2.1164 -1.7978 1.3302
*
```

***

Here are the energies relative to the best structure, in hartree: P 0.0000; Q 0.0826.

***

P:
Molecular formula: C27H21CdN7O4S
Method: DFT, ωB97M-V with the def2-TZVPD basis set

Computed properties:
Frontier orbital gap (eV): 6.54

```
! RIJCOSX wB97M-V def2-TZVPD def2/J DEFGRID3
* xyz 0 1
Cd -0.3729 -0.1808 -0.2202
C -0.0573 -0.0760 4.3567
C -0.5250 -0.1372 3.0476
N 0.3139 -0.1179 2.0260
C 1.6328 -0.0487 2.2704
C 2.0740 0.0130 3.5971
N 1.2397 0.0016 4.6182
C 2.5105 -0.0342 1.0889
C 3.8974 -0.1532 1.1466
C 4.6357 -0.1006 -0.0359
C 3.9410 0.0166 -1.2433
C 2.5515 0.0948 -1.2220
N 1.8756 0.1002 -0.0768
C 1.7110 0.1589 -2.4307
C 2.1071 -0.2907 -3.6896
N 1.2654 -0.3432 -4.7075
C 0.0278 0.0756 -4.5040
C -0.3746 0.5854 -3.2714
N 0.4615 0.6115 -2.2469
C 6.1057 -0.1503 -0.0144
C 6.8606 0.6307 -0.8912
C 8.2429 0.5604 -0.8254
N 8.8946 -0.2099 0.0260
C 8.1850 -0.9503 0.8592
C 6.7989 -0.9600 0.8849
H -0.7222 -0.0765 5.2078
H -1.5776 -0.2001 2.8045
H 3.1173 0.0926 3.8638
H 4.4048 -0.2608 2.0928
H 4.4818 0.0416 -2.1757
H 3.1042 -0.6561 -3.8958
H -0.6576 -0.0128 -5.3337
H -1.3737 0.9659 -3.0980
H 6.3844 1.2963 -1.5939
H 8.8629 1.1484 -1.4888
H 8.7594 -1.5663 1.5372
H 6.2735 -1.6046 1.5728
C -1.7004 -8.2654 -2.0103
C -1.7154 -6.7732 -1.8662
C -1.4487 -5.9404 -2.9468
C -1.4172 -4.5665 -2.7903
C -1.6552 -4.0112 -1.5469
C -1.9402 -4.8171 -0.4611
C -1.9749 -6.1907 -0.6269
S -1.3999 -2.2404 -1.3829
O 0.0713 -2.1268 -1.3872
O -2.0350 -1.5815 -2.5040
N -1.8655 -1.7153 0.0455
C -3.1638 -1.0982 0.0973
C -3.1028 0.4805 0.1698
O -4.1030 1.0586 0.5519
O -2.0155 1.0291 -0.1907
H -1.4374 -8.5635 -3.0217
H -2.6714 -8.6905 -1.7606
H -0.9687 -8.6989 -1.3310
H -1.2469 -6.3687 -3.9176
H -1.1950 -3.9121 -3.6194
H -2.1162 -4.3613 0.5032
H -2.1894 -6.8248 0.2213
H -3.7176 -1.4528 0.9739
H -3.7363 -1.3278 -0.8080
*
```

***

Q:
Molecular formula: C27H21CdN7O4S
Method: DFT, ωB97M-V with the def2-TZVPD basis set

Computed properties:
Frontier orbital gap (eV): 6.78

```
! RIJCOSX wB97M-V def2-TZVPD def2/J DEFGRID3
* xyz 0 1
Cd 0.5363 -0.2669 -0.1760
C -3.7557 -1.7680 -0.0416
C -2.4246 -1.7218 -0.4437
N -1.4590 -1.5286 0.4406
C -1.7996 -1.3505 1.7164
C -3.1333 -1.3932 2.0986
N -4.1096 -1.6130 1.2254
C -0.6911 -1.0511 2.6702
C -0.8295 -1.1625 4.0459
C 0.2428 -0.8254 4.8629
C 1.4237 -0.3930 4.2693
C 1.4921 -0.3185 2.8856
N 0.4549 -0.6486 2.1266
C 2.7130 0.1210 2.1471
C 3.8631 0.5703 2.7844
N 4.9420 0.9568 2.1118
C 4.8816 0.8861 0.7900
C 3.7443 0.4385 0.1268
N 2.6716 0.0699 0.8138
C 0.1294 -0.9262 6.3361
C -0.5051 -2.0069 6.9375
C -0.5826 -2.0501 8.3209
N -0.0900 -1.1066 9.1177
C 0.5111 -0.0737 8.5355
C 0.6510 0.0618 7.1628
H -4.5453 -1.9232 -0.7655
H -2.1335 -1.8229 -1.4821
H -3.4321 -1.2221 3.1250
H -1.7588 -1.4974 4.4830
H 2.2751 -0.1494 4.8870
H 3.9246 0.6305 3.8627
H 5.7568 1.1936 0.2321
H 3.6813 0.3607 -0.9521
H -0.9114 -2.8171 6.3462
H -1.0650 -2.8877 8.8118
H 0.9015 0.6897 9.1989
H 1.1348 0.9379 6.7511
C 4.0851 5.6748 -2.1541
C 3.3925 4.3571 -2.3650
C 3.6803 3.5640 -3.4725
C 3.0187 2.3655 -3.6883
C 2.0641 1.9322 -2.7773
C 1.7563 2.7135 -1.6701
C 2.4195 3.9160 -1.4735
S 1.3492 0.3120 -3.0268
O 2.2758 -0.6067 -2.3607
O 1.1940 0.1716 -4.4502
N 0.0226 0.2281 -2.1899
C -1.0576 1.1983 -2.3121
C -1.6638 1.5757 -0.9310
O -2.7883 2.0554 -0.9343
O -0.9258 1.3965 0.1103
H 4.9687 5.7619 -2.7852
H 4.3938 5.7946 -1.1149
H 3.4209 6.5069 -2.3953
H 4.4291 3.8947 -4.1828
H 3.2319 1.7616 -4.5600
H 0.9827 2.4080 -0.9735
H 2.1627 4.5294 -0.6171
H -1.8686 0.8132 -2.9317
H -0.7217 2.1324 -2.7767
*
```

***

Here are the energies relative to the best structure, in hartree: P 0.0249; Q 0.0000.

***

P:
Molecular formula: C3HNO2
Method: DFT, ωB97M-V with the def2-TZVPD basis set

Computed properties:
Frontier orbital gap (eV): 8.59
SMILES: N#CC(=O)C=O

```
! RIJCOSX wB97M-V def2-TZVPD def2/J DEFGRID3
* xyz 0 1
N -2.2503 -0.8762 -0.1446
C -1.4027 -0.0052 0.1258
C -0.1260 0.5518 0.2469
O 0.0464 1.8287 -0.2393
C 0.9816 -0.3325 0.0967
O 1.0200 -1.5117 -0.1677
H 1.7310 0.3451 0.0821
*
```

***

Q:
Molecular formula: C3HNO2
Method: DFT, ωB97M-V with the def2-TZVPD basis set

Computed properties:
Frontier orbital gap (eV): 9.48
SMILES: N#CC(=O)C=O

```
! RIJCOSX wB97M-V def2-TZVPD def2/J DEFGRID3
* xyz 0 1
N -2.5041 -0.5307 -0.0398
C -1.5247 0.0722 -0.0484
C -0.0563 0.2248 -0.0436
O 0.3368 1.4018 0.0888
C 1.0392 -0.7975 0.1724
O 2.1543 -0.3399 -0.1622
H 0.8512 -1.7763 0.3831
*
```

***

R:
Molecular formula: C3HNO2
Method: DFT, ωB97M-V with the def2-TZVPD basis set

Computed properties:
Frontier orbital gap (eV): 9.31
SMILES: N#CC(=O)C=O

```
! RIJCOSX wB97M-V def2-TZVPD def2/J DEFGRID3
* xyz 0 1
N -2.4682 -0.5787 -0.0616
C -1.3928 -0.1093 0.0611
C -0.0982 0.6847 0.0469
O 0.0302 1.8953 -0.1477
C 1.0817 -0.3396 0.0787
O 0.7246 -1.5154 -0.1642
H 2.1227 -0.0371 0.1868
*
```

***

Here are the energies relative to the best structure, in hartree: P 0.0710; Q 0.0230; R 0.0000.